# 1
{"formula": "C3H9N3", "method": "ωB97M-V/def2-TZVPD", "elements": ["H", "N", "C", "C", "N", "N", "C", "H", "H", "H", "H", "H", "H", "H", "H"], "xyz": [[0.189, 1.954, -0.335], [1.095, 1.562, -0.124], [1.096, 0.281, -0.194], [2.340, -0.473, 0.093], [-0.089, -0.417, -0.580], [-1.355, 0.116, -0.704], [-2.186, 0.100, 0.470], [1.989, -1.215, 0.866], [3.051, 0.152, 0.693], [3.023, -0.899, -0.838], [-0.167, -1.255, -0.013], [-1.810, -0.321, -1.563], [-2.990, 0.883, 0.142], [-1.554, 0.459, 1.235], [-2.632, -0.930, 0.853]], "atomic_forces_ev_per_a": [[-0.4894, -0.0625, -0.0911], [0.9851, -0.7841, 0.1110], [-1.8205, 3.3216, -1.1158], [1.7775, -1.4363, 0.2035], [1.4282, -2.6109, 0.9966], [-0.4262, 0.0915, -2.4681], [-2.2576, -0.1483, -1.0482], [0.8683, -0.2480, -1.1315], [-0.8526, -0.1385, -0.8179], [-2.3724, 0.7648, 2.3734], [0.4295, -0.5362, -0.3133], [0.8424, 0.8990, 1.6989], [0.9090, -1.6415, 1.4675], [0.2673, 0.7519, 1.2013], [0.7114, 1.7775, -1.0663]], "nbo_charge": [0.34, -0.69, 0.41, -0.68, -0.48, -0.47, -0.43, 0.21, 0.25, 0.25, 0.33, 0.36, 0.22, 0.20, 0.17], "de_lowest_kcal_mol": 59.3, "homo_lumo_gap_ev": 9.95, "lumo_ha": 0.034}

# 2
{"formula": "C19H19GdN5O4S", "method": "ωB97M-V/def2-TZVPD", "elements": ["Gd", "C", "C", "N", "C", "C", "N", "C", "O", "O", "C", "O", "O", "H", "H", "H", "H", "H", "C", "C", "C", "C", "C", "C", "C", "C", "C", "S", "C", "N", "H", "H", "H", "H", "H", "H", "H", "H", "C", "N", "C", "C", "N", "H", "H", "H", "H", "H", "H"], "xyz": [[0.211, 0.409, 0.072], [-1.669, -6.622, -0.366], [-1.507, -5.259, -0.882], [-0.866, -4.248, -0.316], [-1.117, -3.176, -1.080], [-1.978, -3.456, -2.169], [-2.145, -4.824, -2.034], [-2.217, -2.573, -3.382], [-2.682, -3.068, -4.533], [-1.906, -1.374, -3.277], [-0.569, -1.861, -0.723], [0.682, -1.714, -0.424], [-1.391, -0.894, -0.592], [-1.658, -7.276, -1.258], [-2.628, -6.679, 0.206], [-0.793, -6.817, 0.237], [-2.762, -5.396, -2.614], [-2.598, -4.102, -4.553], [-0.851, 1.987, -3.016], [-0.367, 3.125, -2.142], [-0.479, 4.463, -2.513], [-0.003, 5.515, -1.757], [0.699, 5.193, -0.547], [1.200, 6.182, 0.369], [1.879, 5.805, 1.539], [2.154, 4.416, 1.760], [1.734, 3.408, 0.841], [2.482, 1.915, 1.059], [0.870, 3.801, -0.237], [0.210, 2.822, -0.965], [-1.443, 1.237, -2.416], [-0.095, 1.370, -3.495], [-1.565, 2.324, -3.794], [-1.035, 4.660, -3.422], [-0.159, 6.559, -2.066], [1.084, 7.244, 0.072], [2.131, 6.513, 2.308], [2.762, 4.106, 2.634], [2.599, -0.558, 4.595], [1.438, -1.046, 3.800], [0.887, -2.418, 3.847], [0.795, -0.151, 3.062], [-0.114, 0.073, 2.281], [3.545, -0.777, 4.048], [2.575, -1.008, 5.602], [2.493, 0.525, 4.647], [0.951, -3.021, 2.961], [-0.208, -2.325, 4.039], [1.427, -3.009, 4.593]], "atomic_forces_ev_per_a": [[1.5606, 2.7036, -0.3104], [-0.1344, 0.1683, -0.6568], [0.0492, 1.1721, 0.4436], [0.3146, -0.7130, -0.1834], [2.4402, 2.0610, 2.7368], [-2.2073, 0.1672, -4.2715], [-1.3306, -0.6361, -1.6672], [1.6094, 0.6751, 2.5622], [-0.0670, -3.1142, -0.1125], [-0.5356, -1.8831, -0.3283], [-0.0080, -1.5307, 0.2612], [-0.7388, -0.0880, -0.2364], [-0.5712, 0.1110, -0.2962], [-0.2805, -0.1161, 0.6861], [0.7726, -0.2505, -0.4234], [-0.1046, -0.3244, 0.4053], [0.3134, 0.3172, 0.5776], [-0.2686, 2.8546, 0.0020], [-1.6722, -0.5097, 0.6440], [0.8074, -0.5106, 1.3990], [-0.4832, 1.0103, -0.8050], [0.2197, -0.8716, 0.6807], [0.1668, 0.2095, 0.4509], [0.4926, 0.0038, 0.0086], [-1.1183, -1.3229, -1.2139], [-0.5560, 0.3578, -0.9036], [0.0022, 3.0577, 1.1932], [0.0338, -2.7493, -0.3779], [-0.5052, 0.0967, -0.1320], [0.6625, -0.4923, -0.7535], [0.3959, 0.7066, -0.3651], [0.4665, 0.4043, -0.0544], [0.5465, -0.0730, 0.3975], [0.1840, 0.1353, -0.0597], [0.0937, -0.5741, 0.2195], [-0.0195, -0.7790, 0.4627], [0.2824, 0.2841, -0.1003], [-0.4722, 0.2528, -0.7598], [0.2297, -0.5106, -0.4510], [0.3471, 1.9802, -0.4011], [-0.9931, 0.0928, 0.6346], [-3.5152, -2.7135, -2.3187], [2.9883, 0.1602, 3.5260], [-0.6335, -0.0214, 0.5919], [0.0761, 0.2408, -0.5526], [0.1259, -0.0628, 0.2259], [0.4624, 0.3611, -0.9862], [0.8770, -0.2433, 0.3471], [-0.3055, 0.5062, 0.2645]], "mulliken_charge": [1.29, -1.04, 0.37, -0.60, 0.90, 0.03, -0.14, 0.32, -0.51, -0.52, 0.70, -0.77, -0.66, 0.36, 0.28, 0.32, 0.22, 0.32, -1.31, 0.97, -0.63, -0.66, 0.87, -0.70, -0.65, -0.69, 0.31, -0.50, 0.24, -0.08, 0.21, 0.28, 0.36, 0.34, 0.40, 0.31, 0.41, 0.35, -0.87, 0.07, -0.90, 0.51, -0.52, 0.31, 0.36, 0.34, 0.31, 0.33, 0.34], "de_lowest_kcal_mol": 0.0, "homo_lumo_gap_ev": [5.26, 3.80], "lumo_ha": [-0.125, -0.209], "charge": 1, "multiplicity": 8}

| no. | total energy (Ha) |
| --- | --- |
| 1 | -283.88868 |
| 2 | -2473.66208 |